# 1
{
  "formula": "C16H34BrNO23S6",
  "method": "wB97M-V/def2-TZVPD",
  "homo_lumo_gap_ha": 0.3580,
  "e_tot_ev": -200769.84921,
  "molar_mass_g_mol": 880.738,
  "charge": 0,
  "homo_ev": -9.62,
  "lumo_ev": 0.12,
  "elements": ["C", "C", "C", "Br", "O", "S", "O", "O", "C", "C", "C", "N", "H", "H", "H", "H", "H", "H", "H", "H", "H", "H", "H", "H", "H", "H", "C", "C", "O", "S", "O", "O", "O", "H", "H", "H", "H", "C", "C", "O", "S", "O", "O", "O", "H", "H", "H", "H", "C", "C", "O", "S", "O", "O", "O", "H", "H", "H", "H", "C", "C", "O", "S", "O", "O", "O", "H", "H", "H", "H", "C", "C", "O", "S", "O", "O", "O", "H", "H", "H", "H"],
  "coordinates": [[7.3955, 0.9609, 1.8686], [6.8258, 1.5274, 0.4202], [5.1871, 1.4388, 0.3237], [4.5131, 2.1521, -1.4275], [4.6473, 0.0839, 0.6628], [3.0710, -0.0773, -0.0307], [3.2019, -0.9701, -1.3254], [2.0079, -0.9072, 1.0147], [1.2547, 0.0088, 1.8885], [0.3662, 1.1418, 1.0987], [1.0756, 2.6156, 0.9756], [0.7925, 3.5615, 2.1225], [7.0974, -0.1872, 1.9935], [8.5783, 1.0218, 1.9502], [6.9462, 1.5401, 2.7930], [7.2972, 0.9226, -0.4658], [7.2275, 2.6365, 0.3249], [4.7506, 2.1569, 1.1711], [1.9212, 0.5018, 2.7466], [0.4701, -0.6709, 2.4778], [-0.6526, 1.2862, 1.7009], [0.0349, 0.7429, 0.0241], [0.6494, 3.1197, -0.0100], [2.2628, 2.5539, 0.8705], [1.3370, 4.4425, 1.8862], [1.2491, 3.2046, 3.0004], [-0.1074, -4.4124, -0.6461], [0.0287, -3.0132, -0.0515], [-1.0595, -2.2694, -0.5949], [-2.3240, -3.2732, -0.8271], [-3.2136, -3.1477, 0.3060], [-2.7681, -3.1398, -2.1951], [-1.5087, -4.6774, -0.6804], [0.2702, -4.4425, -1.6733], [0.4089, -5.1674, -0.0473], [0.9819, -2.5436, -0.3056], [-0.0873, -3.0348, 1.0373], [-5.0455, 1.9667, 3.6463], [-4.2462, 2.1114, 2.3541], [-3.2876, 3.1326, 2.6206], [-2.8731, 3.0718, 4.1970], [-1.6417, 2.3225, 4.3112], [-3.0499, 4.3873, 4.7669], [-4.0966, 2.1192, 4.7006], [-5.7903, 2.7635, 3.7404], [-5.5421, 0.9953, 3.7179], [-4.8751, 2.3854, 1.5037], [-3.7020, 1.1898, 2.1219], [4.2543, -7.0864, -2.4965], [2.8136, -6.7919, -2.9055], [2.0291, -7.0974, -1.7548], [2.9047, -6.7771, -0.4164], [2.5308, -5.4655, 0.0642], [2.9033, -7.9528, 0.4227], [4.3607, -6.6575, -1.1400], [4.4622, -8.1607, -2.5314], [4.9775, -6.5562, -3.1219], [2.4927, -7.3911, -3.7610], [2.6781, -5.7296, -3.1342], [-4.8393, 7.6435, 3.2151], [-3.4043, 7.1285, 3.1421], [-2.8087, 7.8359, 2.0570], [-3.4750, 9.3218, 1.9637], [-2.5991, 10.2523, 2.6405], [-3.9492, 9.5260, 0.6148], [-4.7587, 9.0386, 2.9281], [-5.4659, 7.1740, 2.4499], [-5.2863, 7.4820, 4.1997], [-3.3569, 6.0503, 2.9719], [-2.8494, 7.3777, 4.0528], [-2.3794, -3.7941, -5.3895], [-3.7014, -3.1560, -5.8075], [-3.3531, -2.1889, -6.7956], [-2.0517, -2.7213, -7.6223], [-2.5156, -3.3411, -8.8437], [-1.0414, -1.6893, -7.5979], [-1.6127, -3.9022, -6.5877], [-1.8336, -3.1498, -4.6928], [-2.5213, -4.7794, -4.9375], [-4.2185, -2.6822, -4.9697], [-4.3641, -3.8922, -6.2745]],
  "lowdin_charge": [-0.1396, -0.2458, -0.6961, 0.6630, -0.4027, 0.9461, -0.4491, -0.3994, -0.2289, -0.1649, -0.2905, -0.0547, 0.0884, 0.0866, 0.0828, 0.1198, 0.1251, 0.1204, 0.1448, 0.1436, 0.1162, 0.1329, 0.1307, 0.0834, 0.0818, 0.0715, -0.1756, -0.1726, -0.1965, 0.6798, -0.2404, -0.2498, -0.1873, 0.1340, 0.1075, 0.1129, 0.1362, -0.1706, -0.1717, -0.2053, 0.6739, -0.2435, -0.2409, -0.1901, 0.1320, 0.1395, 0.1394, 0.1317, -0.1691, -0.1720, -0.1992, 0.6873, -0.2451, -0.2230, -0.1862, 0.1343, 0.1396, 0.1393, 0.1330, -0.1720, -0.1804, -0.1921, 0.6789, -0.2386, -0.2381, -0.1960, 0.1313, 0.1374, 0.1090, 0.1370, -0.1838, -0.1728, -0.1941, 0.6780, -0.2402, -0.2370, -0.1989, 0.1198, 0.1376, 0.1353, 0.1326]
}



# 2
{
  "formula": "C10H9CoN7S5Sb",
  "method": "wB97M-V/def2-TZVPD",
  "homo_lumo_gap_ha": [0.1977, 0.2184],
  "e_tot_ev": -119287.01917,
  "molar_mass_g_mol": 568.259,
  "multiplicity": 5,
  "charge": 0,
  "homo_ev": [-6.80, -7.41],
  "de_lowest_kcal_mol": 39.4,
  "lumo_ev": [-1.42, -1.47],
  "elements": ["Co", "S", "Sb", "S", "S", "S", "N", "C", "N", "C", "N", "C", "C", "N", "C", "C", "N", "H", "H", "H", "H", "H", "S", "C", "N", "C", "C", "C", "N", "H", "H", "H", "H"],
  "coordinates": [[-0.3101, 0.6956, -1.5229], [1.9596, 3.8822, 0.3423], [1.7359, 3.4683, -1.8646], [1.7574, 0.8079, -1.9910], [-0.5436, 2.7187, -2.2522], [1.4267, 5.7864, -2.4834], [-4.4952, 0.1843, -1.1647], [-3.4704, 0.3139, -2.0088], [-2.3618, 0.4243, -1.3121], [-2.7798, 0.3582, -0.0166], [-4.0723, 0.2132, 0.1221], [-1.7839, 0.4831, 1.0602], [-2.0735, 0.3918, 2.4057], [-1.1210, 0.5426, 3.3279], [0.1058, 0.7892, 2.8847], [0.4102, 0.8687, 1.5300], [-0.5429, 0.7075, 0.6284], [-5.4740, 0.0727, -1.3736], [-3.5584, 0.3319, -3.0819], [-3.0839, 0.1972, 2.7411], [0.8815, 0.9371, 3.6251], [1.4030, 1.0891, 1.1569], [-0.4244, -1.9014, -1.3668], [1.0124, -2.1617, -0.5178], [2.1866, -2.0611, -1.2000], [3.3980, -2.2068, -0.6416], [3.4769, -2.5161, 0.6784], [2.2516, -2.6383, 1.3539], [1.0704, -2.4745, 0.8008], [2.0981, -1.7301, -2.1579], [4.2505, -2.0555, -1.2880], [4.4260, -2.6450, 1.1729], [2.2446, -2.8733, 2.4136]],
  "mulliken_spin": [2.2771, 0.3209, 0.2911, 0.0261, -0.1447, 1.1475, 0.0008, -0.0051, 0.0156, 0.0205, 0.0004, -0.0209, -0.0034, -0.0016, 0.0035, 0.0057, 0.0380, -0.0008, -0.0001, 0.0003, 0.0004, -0.0132, -0.0026, 0.0145, 0.0119, 0.0216, -0.0004, 0.0068, -0.0015, -0.0081, -0.0011, 0.0003, 0.0003]
}



# 3
{
  "formula": "C4H14BNO5Sb",
  "method": "wB97M-V/def2-TZVPD",
  "homo_lumo_gap_ha": 0.2412,
  "e_tot_ev": -23311.54379,
  "molar_mass_g_mol": 288.730,
  "charge": -1,
  "homo_ev": -3.35,
  "lumo_ev": 3.21,
  "elements": ["C", "O", "B", "O", "Sb", "C", "C", "O", "C", "O", "N", "O", "H", "H", "H", "H", "H", "H", "H", "H", "H", "H", "H", "H", "H", "H"],
  "coordinates": [[2.3572, -1.5452, 0.0389], [1.7837, -1.2736, 1.3168], [0.4515, -0.9234, 1.3654], [-0.1819, -1.2684, 2.5597], [-0.7960, 0.2068, -0.2072], [0.2986, 2.1234, 0.1822], [1.8006, 2.1057, 0.0011], [2.2059, 1.9684, -1.3578], [-1.9607, -1.6952, -0.6626], [-3.3100, -1.6657, -0.1249], [-4.1535, -0.9826, -0.9674], [-5.0245, -0.4516, -0.3756], [1.7713, -2.2662, -0.5269], [3.3544, -1.9520, 0.2095], [2.4718, -0.6303, -0.5418], [0.1174, -0.7254, 3.2927], [0.2732, -0.2247, -1.5597], [-1.8326, 1.0521, -1.4057], [-2.0367, 0.5968, 1.0070], [-0.1233, 2.8518, -0.5221], [0.0233, 2.4792, 1.1779], [2.2780, 1.2920, 0.5539], [2.2285, 3.0364, 0.4048], [1.5020, 2.3023, -1.9179], [-1.9993, -1.8441, -1.7452], [-1.4990, -2.5666, -0.1947]],
  "lowdin_charge": [-0.1157, -0.0444, -0.7235, 0.0532, 0.9400, -0.3850, -0.3819, -0.1144, -0.3869, -0.2142, -0.1049, -0.0095, 0.0820, 0.0796, 0.0574, 0.0807, -0.0639, -0.0936, -0.0563, 0.0337, 0.0417, 0.0850, 0.0939, 0.0669, 0.0370, 0.0430]
}



# 4
{
  "formula": "C39H37CrN2O4",
  "method": "wB97M-V/def2-TZVPD",
  "homo_lumo_gap_ha": [0.2363, 0.1368],
  "e_tot_ev": -80616.20359,
  "molar_mass_g_mol": 649.731,
  "multiplicity": 4,
  "charge": 2,
  "homo_ev": [-11.69, -13.40],
  "de_lowest_kcal_mol": 0.0,
  "lumo_ev": [-5.26, -9.68],
  "elements": ["C", "N", "C", "C", "C", "C", "C", "N", "C", "C", "C", "C", "C", "C", "C", "C", "C", "O", "H", "H", "H", "H", "H", "H", "H", "H", "H", "H", "H", "H", "H", "H", "H", "H", "H", "H", "H", "H", "H", "H", "O", "C", "Cr", "C", "O", "C", "O", "C", "C", "C", "C", "C", "C", "C", "C", "C", "C", "C", "C", "C", "C", "C", "C", "C", "C", "C", "C", "C", "H", "H", "H", "H", "H", "H", "H", "H", "H", "H", "H", "H", "H", "H", "H"],
  "coordinates": [[-4.2617, 1.8870, 2.6849], [-3.6855, 1.8959, 1.3576], [-2.3025, 2.1850, 1.0449], [-1.1915, 1.5268, 1.9240], [-1.5470, 0.0563, 2.0710], [-1.1252, 2.2354, 3.2804], [0.0991, 1.7152, 1.1307], [-2.2171, 1.7289, -0.3409], [-3.4899, 2.1125, -0.9235], [-3.8251, 1.4455, -2.2545], [-3.3862, 2.3411, -3.3928], [-4.0377, 3.5621, -3.6225], [-3.5878, 4.4209, -4.6359], [-2.4655, 4.0735, -5.4076], [-1.8037, 2.8626, -5.1583], [-2.2649, 2.0030, -4.1579], [-4.4508, 1.7963, 0.2104], [-5.6315, 1.4727, 0.1444], [-5.3554, 1.8806, 2.5936], [-3.9615, 1.0001, 3.2684], [-3.9264, 2.7702, 3.2460], [-2.1443, 3.2970, 1.0936], [-1.5968, -0.4056, 1.0794], [-0.7902, -0.4860, 2.6461], [-2.5172, -0.0544, 2.5693], [-0.9728, 3.3200, 3.1545], [-2.0305, 2.0989, 3.8862], [-0.2919, 1.8453, 3.8752], [0.3889, 2.7752, 1.0836], [0.9223, 1.1262, 1.5430], [-0.0328, 1.3442, 0.1070], [-1.4632, 2.1971, -0.8326], [-3.5062, 3.2215, -1.0435], [-3.3425, 0.4653, -2.3333], [-4.9141, 1.2945, -2.2787], [-4.8825, 3.8479, -2.9830], [-4.1075, 5.3662, -4.8229], [-2.1113, 4.7398, -6.2040], [-0.9227, 2.5768, -5.7376], [-1.7432, 1.0675, -3.9368], [5.8085, -5.6399, 1.5844], [5.4573, -4.6185, 2.0187], [5.0309, -2.7839, 2.3641], [4.4778, -2.9162, 0.5555], [4.2713, -3.1081, -0.5769], [6.7392, -2.5491, 1.5293], [7.6880, -2.6142, 0.8583], [5.4235, -2.3807, 4.4807], [4.3152, -3.2287, 4.3802], [3.2616, -2.9132, 3.5088], [3.2254, -1.6679, 2.8309], [2.2001, -1.3270, 1.8647], [1.4906, -1.1973, 0.8739], [0.7804, -1.1675, -0.3330], [1.4237, -0.5014, -1.4609], [2.8154, -0.2189, -1.4302], [3.4296, 0.4027, -2.5182], [2.7279, 0.5803, -3.7196], [1.3560, 0.2862, -3.7781], [0.7022, -0.1459, -2.6196], [-0.3160, -2.1109, -0.4645], [-0.7698, -2.7797, 0.7033], [-1.8488, -3.6599, 0.6620], [-2.5158, -3.9010, -0.5468], [-2.0698, -3.2585, -1.7096], [-0.8917, -2.5162, -1.6973], [4.3810, -0.8534, 2.9101], [5.4302, -1.1707, 3.7779], [6.2737, -2.6350, 5.1129], [4.2711, -4.1515, 4.9554], [2.4403, -3.6237, 3.3519], [3.4043, -0.5455, -0.5654], [4.4743, 0.7047, -2.4384], [3.2485, 0.9800, -4.5901], [0.7873, 0.3616, -4.7074], [-0.3797, -0.2610, -2.6009], [-0.2353, -2.6150, 1.6377], [-2.1434, -4.1708, 1.5792], [-3.3737, -4.5770, -0.5786], [-2.6196, -3.3773, -2.6439], [-0.3847, -2.2889, -2.6395], [4.4190, 0.0382, 2.2724], [6.2703, -0.4885, 3.8788]],
  "mulliken_spin": [0.0020, 0.0089, 0.0008, -0.0272, 0.0117, 0.0001, 0.0162, 0.0024, 0.0425, 0.0635, 0.1717, 0.1441, 0.0370, 0.2645, 0.0989, 0.0940, 0.0073, 0.0203, -0.0002, 0.0007, -0.0002, -0.0003, -0.0078, 0.0020, 0.0022, 0.0000, 0.0001, 0.0003, -0.0008, 0.0086, -0.0027, 0.0002, -0.0042, 0.0074, 0.0202, 0.0008, 0.0048, -0.0008, 0.0051, 0.0078, 0.0338, -0.0578, 1.1096, -0.0460, -0.0075, -0.0692, 0.0517, 0.0778, -0.0484, 0.0462, -0.0245, 0.1703, 0.1304, 0.0540, 0.0366, 0.0906, -0.0563, 0.0904, -0.0599, 0.0851, 0.0938, 0.1046, -0.0804, 0.1404, -0.0692, 0.1508, 0.0497, -0.0591, -0.0007, -0.0064, -0.0053, 0.0272, -0.0009, 0.0049, -0.0035, 0.0278, 0.0211, -0.0015, 0.0053, 0.0001, 0.0045, -0.0038, -0.0080]
}